{
  "formula": "C40H59F3InNO5P2SSi",
  "method": "ωB97M-V/def2-TZVPD",
  "homo_energy_ev": -6.762,
  "de_lowest_ev": 0.0281,
  "charge": 0,
  "elements": ["C", "S", "C", "C", "H", "C", "H", "C", "C", "H", "H", "H", "C", "H", "O", "O", "C", "H", "N", "C", "C", "H", "H", "H", "C", "H", "C", "H", "O", "C", "H", "C", "H", "H", "H", "Si", "H", "H", "H", "H", "C", "H", "C", "F", "C", "O", "C", "H", "H", "H", "H", "C", "C", "C", "C", "H", "H", "F", "C", "P", "H", "H", "In", "C", "H", "H", "H", "H", "C", "H", "C", "H", "H", "C", "H", "H", "H", "C", "C", "C", "H", "C", "H", "H", "H", "H", "F", "H", "H", "O", "H", "H", "C", "C", "H", "C", "H", "H", "P", "H", "H", "H", "C", "C", "H", "H", "H", "H", "C", "C", "C", "H", "C"],
  "coordinates": [[3.909, 1.780, 1.807], [-3.165, -3.144, 1.070], [0.828, 5.673, 2.068], [0.955, 0.453, -5.089], [-1.699, -3.062, -1.426], [-0.956, -1.727, -3.810], [2.854, 0.743, -2.841], [-2.314, -1.993, -3.203], [-0.602, 3.012, 1.696], [-1.538, 4.695, 2.665], [-1.124, 3.409, 3.833], [0.342, -4.016, -2.640], [2.313, 2.661, -4.872], [-3.391, -3.338, -1.960], [-3.177, 2.270, -2.549], [-4.208, -2.643, 0.184], [3.623, -3.165, -3.071], [2.760, -4.157, 0.038], [-3.385, 0.204, 0.416], [-0.335, -4.209, -3.509], [4.451, 0.539, 1.378], [0.950, -0.622, -5.488], [-3.264, -0.121, 4.880], [4.511, 2.596, 2.103], [-1.465, -0.471, 3.880], [2.906, 3.143, -2.855], [1.953, -2.419, -0.928], [4.332, -4.738, -1.727], [-2.062, -2.123, 1.252], [-0.758, 3.903, 2.908], [-1.014, -0.982, -4.620], [2.228, 1.245, -5.518], [2.087, 4.747, 0.581], [-0.236, 1.147, -3.372], [-4.707, 1.012, -0.988], [1.190, -1.671, 0.572], [0.368, 1.067, 6.913], [-2.063, 1.396, 6.386], [-0.784, -1.326, 3.913], [-1.604, 1.579, 3.771], [-2.785, 1.668, -1.539], [3.291, 3.036, -5.163], [0.501, 4.762, 3.257], [-3.163, -3.999, 3.603], [2.766, -3.534, -0.834], [-1.549, 1.281, -1.386], [-1.647, 0.393, 6.291], [0.154, -2.944, 2.488], [-1.681, 2.823, 1.348], [3.935, -1.446, 0.814], [2.554, -1.615, -4.232], [1.882, 1.288, -2.756], [3.671, -3.879, -1.842], [1.662, 0.866, 1.775], [-0.787, 0.814, 3.693], [-2.444, -1.515, 5.518], [2.186, 2.877, 2.395], [-5.068, -3.676, 2.677], [3.589, -0.520, 1.216], [-0.152, 1.145, 1.936], [0.219, 5.376, 4.099], [-1.024, -3.255, -5.348], [-1.105, -0.357, 0.033], [-1.794, -4.440, -2.994], [5.524, 0.438, 1.204], [-1.802, -5.261, -2.266], [2.267, 1.396, -6.623], [-2.115, -0.585, 3.017], [2.565, 1.943, 2.013], [1.584, 3.294, -5.394], [2.679, -2.100, -3.259], [0.129, -5.062, -4.065], [0.225, -0.566, 6.269], [-0.418, -3.003, -4.436], [-0.477, 3.786, -0.231], [3.149, 0.691, -5.310], [-2.326, -4.732, -3.890], [0.702, 0.579, -3.514], [2.195, -0.392, 1.404], [0.200, 3.599, 0.557], [-3.129, -1.953, -3.984], [1.000, 4.894, 0.745], [-3.951, -0.654, 0.263], [0.788, 5.571, -0.154], [1.230, 0.611, 4.386], [-0.013, 6.365, 1.938], [-3.884, -2.019, 3.369], [1.137, 3.146, -3.058], [0.141, -3.794, 0.997], [-2.635, -4.501, 0.874], [0.588, 2.084, 4.826], [4.277, -3.303, -3.911], [0.310, 1.042, 4.751], [-2.292, -0.487, 5.173], [0.908, 2.881, 0.133], [-0.107, 0.453, 6.110], [-1.962, -0.083, 7.284], [-2.599, -1.101, -2.613], [0.220, -0.960, -2.522], [0.559, -2.788, -4.942], [1.677, -3.752, 1.935], [-3.609, 0.402, 1.431], [-3.837, -3.210, 2.780], [-2.328, -3.208, -2.317], [1.755, 6.224, 2.313], [0.128, 0.977, -5.600], [1.621, 1.285, -1.716], [1.347, 4.156, 3.493], [2.058, 2.680, -3.380], [0.791, -3.168, 1.595], [-3.792, 1.330, -0.488], [-4.147, 2.159, 0.114], [1.748, -1.797, -2.196]],
  "atomic_forces_ev_per_a": [[0.1279, -1.2112, 0.0552], [2.8402, -0.5909, -0.5370], [-0.0074, -0.1994, -0.0995], [0.2100, -0.0362, 0.0278], [-0.1302, 0.2190, -0.0372], [0.9512, -0.5848, -0.4419], [-0.8335, -0.0353, -0.0019], [-0.9658, 1.7288, -0.0653], [-1.2844, -1.6985, 0.4061], [0.6197, -0.9641, 0.1766], [0.2070, 0.0955, -0.7399], [-0.4219, 0.0061, -0.5763], [-0.6191, -0.7732, -1.1683], [1.2211, -0.1569, -0.2216], [0.2744, -0.5343, 1.4456], [0.2313, -0.3745, 0.8921], [-1.0332, 1.7333, 0.7738], [0.0632, 0.0722, 0.5662], [-0.3800, 0.0307, 1.1614], [-0.0491, 0.1392, 0.4464], [-0.1453, 0.9324, 0.4833], [0.1723, 1.4748, 0.6283], [-0.5388, 0.2717, 0.3518], [0.9313, 0.6860, -0.1386], [-0.5093, -1.5763, -0.0740], [-0.3238, 0.2609, -0.1090], [-0.5239, 0.6390, -1.2333], [-0.1373, 0.2407, -0.0401], [-1.3904, -1.1424, -0.2504], [0.0791, 1.7945, 0.8811], [-0.0909, -0.0633, 0.4941], [-0.1053, 0.0100, -0.3100], [-0.4511, -0.4845, 0.3585], [0.6057, 0.1579, -0.0063], [0.1147, 0.0438, -0.3271], [-2.9686, -0.8584, 0.5268], [-0.4193, -0.5065, -0.4235], [-0.1024, 0.1228, -0.5120], [0.1986, 0.1116, -0.3581], [0.7022, -0.3463, -0.0058], [0.8612, 0.9348, -2.2137], [0.1355, 0.2717, 0.3133], [-1.4804, -0.0732, -1.1607], [0.4686, -0.2819, -0.1884], [1.3836, -0.0764, -0.5526], [-0.7271, -0.3040, 0.9068], [-0.3695, -0.9566, 1.0745], [0.6864, -0.0237, -0.5483], [1.4177, 0.2267, 0.1985], [0.4389, -0.5571, -0.0335], [0.2268, -0.2285, 0.3791], [0.1117, -0.8769, -2.0553], [-0.7644, 0.4311, -1.5569], [0.5634, 0.4610, 0.5860], [1.0336, 1.9091, -0.3813], [0.1629, 0.2225, -0.0406], [0.0464, 0.0939, -0.1270], [-0.8480, -0.2771, 0.1403], [-0.4414, 0.7765, -0.1082], [-0.3320, 1.3453, 0.8588], [0.2357, 0.1293, 0.4475], [-0.0430, 0.0085, 0.8549], [0.8215, -0.5498, -0.2282], [1.5775, -1.0755, -0.0881], [-0.3691, 0.0259, 0.0656], [-0.1318, -0.0039, -0.2930], [-0.2919, -0.2451, 0.6633], [-0.0344, -0.5393, 0.1454], [-1.0157, -1.2245, -0.0409], [0.0774, -0.0295, 0.1390], [-0.6284, -1.5462, 1.5999], [-0.7080, 0.4251, 0.4978], [0.4537, -0.1962, -0.2823], [1.1607, -0.0161, -1.8881], [-0.8446, 0.0986, -0.9603], [-0.0939, -0.0863, 0.3005], [-0.7065, -0.0780, -0.0334], [0.4754, -0.6609, -0.0155], [0.5049, 1.1863, -0.4394], [0.8453, 0.1517, -0.5517], [0.9217, -0.6781, 0.4822], [0.9967, 1.4398, -0.8910], [0.5013, 0.4834, -0.3318], [-0.0543, -0.6917, 1.3263], [0.2958, -0.6131, 0.0136], [0.2513, 0.1443, 0.2164], [-0.2833, 0.6271, -0.1771], [-0.1645, 0.8848, -0.4323], [-0.0254, -0.3531, -0.2909], [-1.1958, 2.0138, 0.0279], [-0.3209, 0.5557, 0.1864], [0.4319, -0.5797, 0.0202], [-0.4738, -0.2039, -0.1732], [0.3373, 0.6197, 0.1319], [-0.1938, -0.1875, 0.1194], [-0.4305, 0.5807, 1.0005], [0.8391, 0.5849, -1.1395], [0.1043, -0.1748, 0.0814], [-1.4204, 2.0370, -1.1131], [-0.3876, -0.1721, 0.7016], [-0.5765, 0.3287, -0.1991], [0.6353, -0.0237, -1.5089], [-0.3261, -0.2441, 0.0468], [-1.4613, -0.1492, 0.2530], [-0.5613, 0.0390, -0.3392], [0.0758, -0.4126, 0.2366], [-0.0476, 0.4654, 0.7599], [0.5888, -0.4634, 0.4806], [0.5484, -0.5266, 1.7750], [-0.0845, -0.2228, 1.6222], [-1.4048, -1.4492, 1.0474], [0.5245, 0.4857, -0.0296], [2.3829, -1.5696, -1.2854]]
}



{
  "formula": "C40H60O30",
  "method": "ωB97M-V/def2-TZVPD",
  "homo_energy_ev": -10.543,
  "de_lowest_ev": 4.9497,
  "charge": 0,
  "elements": ["H", "C", "H", "H", "O", "H", "H", "H", "H", "C", "C", "O", "C", "O", "H", "C", "H", "H", "C", "C", "H", "H", "C", "H", "H", "O", "H", "C", "C", "H", "H", "C", "H", "C", "H", "H", "O", "H", "H", "H", "O", "H", "O", "H", "C", "C", "O", "H", "H", "H", "C", "C", "H", "C", "H", "H", "O", "H", "O", "O", "H", "C", "O", "C", "O", "O", "C", "H", "H", "C", "H", "O", "H", "H", "C", "C", "C", "H", "C", "H", "C", "C", "O", "H", "O", "H", "C", "H", "O", "O", "H", "H", "H", "C", "C", "H", "O", "O", "C", "C", "C", "H", "C", "O", "H", "O", "O", "O", "H", "O", "C", "H", "H", "H", "H", "H", "C", "O", "O", "H", "H", "C", "C", "O", "C", "H", "H", "O", "C", "H"],
  "coordinates": [[4.155, -2.478, -2.001], [5.460, -0.353, 4.899], [5.026, 0.081, 3.998], [-1.969, 2.576, 6.257], [-0.085, -5.251, 3.229], [-1.731, 0.120, -2.483], [-0.099, 0.744, -2.447], [-4.396, -2.559, 2.533], [-0.537, -5.770, 6.101], [6.570, 1.535, 6.137], [6.213, -3.004, -2.631], [-0.625, -3.570, -5.298], [6.719, 0.298, 5.283], [0.750, -0.290, 0.821], [-6.250, 1.120, 2.970], [-0.766, 1.040, -8.704], [-0.456, 3.991, 9.847], [-4.537, -4.848, -5.498], [-1.038, 2.392, 6.793], [-0.453, 0.611, 8.085], [7.250, 0.552, 4.365], [-3.485, -0.973, 2.404], [5.119, -2.775, -1.589], [6.580, 3.701, -0.990], [-2.945, -5.930, -3.207], [-0.548, -7.010, 4.441], [-0.267, 3.010, 6.334], [4.837, 4.594, -2.690], [0.145, -6.143, 5.336], [-1.792, 2.970, -9.135], [-2.296, 2.733, 8.535], [-0.091, -0.709, -0.179], [-0.374, 3.048, -6.485], [-0.933, 0.512, -0.486], [-5.583, 4.782, -5.442], [0.415, 3.612, -7.945], [-7.467, 3.849, -5.039], [4.894, -3.745, -1.146], [-3.997, -4.214, -1.893], [-6.342, -1.113, 2.990], [4.420, 2.443, -2.023], [-1.919, 0.596, -0.029], [-1.298, -7.030, 2.375], [1.884, -6.211, 6.463], [7.989, 0.149, 7.167], [-4.353, -1.502, 2.797], [7.466, -0.529, 6.147], [0.201, 0.875, -8.228], [6.555, -5.176, -2.121], [-4.359, -1.498, 3.887], [-3.633, -5.362, -5.173], [6.925, -1.828, -0.768], [7.426, -4.572, -3.464], [-5.578, -0.738, 2.308], [-0.826, -1.458, 0.116], [-1.025, 4.391, -7.374], [-2.450, 2.052, -7.420], [-4.773, -3.378, -3.265], [-0.164, 1.521, 0.115], [1.226, 1.651, 1.885], [5.743, 4.795, -0.053], [-4.413, -4.338, -2.893], [-2.213, -4.150, -3.761], [-0.558, 3.414, -7.495], [-6.898, -0.062, -0.838], [5.600, -1.911, -0.599], [0.647, -5.089, 4.434], [5.906, 4.781, -2.792], [-6.817, 6.547, -4.864], [0.666, 1.032, 0.993], [-1.446, 1.886, -2.110], [7.544, 1.392, 7.115], [5.617, 3.026, 0.321], [-3.885, -6.389, -5.438], [-5.555, 0.801, 2.192], [-6.850, 5.783, -4.087], [6.472, -4.471, -2.947], [0.503, -0.966, -1.055], [-1.685, -4.141, -4.995], [-5.226, -5.062, -2.855], [-6.350, 0.011, 0.242], [-1.394, 2.422, -8.281], [-2.482, -4.855, -5.841], [5.612, 1.701, 6.629], [8.738, -0.255, 8.089], [1.719, -5.196, 4.270], [-6.128, 6.452, -2.987], [0.881, -7.678, 6.682], [4.467, 3.722, -3.707], [-3.649, 0.103, -7.046], [5.547, -1.395, 4.593], [-5.782, 4.032, -3.872], [-6.640, 7.364, -2.680], [-8.539, 4.408, -4.492], [-1.253, 2.737, 8.219], [-1.055, 4.857, 8.399], [7.754, -1.247, -0.020], [-0.664, 1.639, 8.903], [4.475, 3.727, -1.464], [-3.338, -5.045, -3.709], [-1.089, 0.861, -2.007], [0.516, 3.988, 8.370], [5.633, 3.788, -0.458], [-9.706, 4.097, -4.640], [0.525, -4.102, 4.879], [-0.778, 1.006, 6.829], [4.000, 1.546, -4.079], [-1.786, 0.125, -8.240], [1.893, -7.433, 5.219], [7.301, -2.481, -1.891], [-0.503, 3.989, 8.758], [-5.992, 5.874, -2.072], [3.509, 3.951, -1.011], [4.692, -0.231, 5.663], [-4.564, 1.224, 2.356], [-5.137, 6.819, -3.254], [-0.743, -6.456, 3.285], [-5.850, -1.066, 0.957], [-0.072, -0.479, 8.500], [-0.707, 1.056, -9.793], [6.817, 2.390, 5.507], [1.259, -6.951, 5.964], [-6.318, 4.541, -4.673], [-6.181, 1.123, 0.954], [4.247, 2.498, -3.354], [4.268, 5.479, -2.978], [5.723, -4.848, -3.644], [-8.190, 5.482, -3.759], [-2.668, 0.700, -7.523], [6.049, -2.401, -3.525]],
  "atomic_forces_ev_per_a": [[0.2235, 0.6948, 0.0323], [-1.8590, -0.5371, -0.7357], [0.1399, 0.4820, -0.0323], [0.1346, -0.2392, -0.3429], [-0.6460, -0.0992, -0.3958], [-0.2289, 0.2472, -0.0356], [0.0082, 0.2789, -0.1779], [0.0264, 0.1972, -0.4185], [-0.1781, -0.0620, -0.0949], [-0.4136, 1.1983, -1.0732], [-0.4147, -0.2493, 1.1321], [-3.5281, -1.9001, 0.7301], [-0.1577, 0.4380, -0.1440], [1.2191, -0.6100, 1.8501], [0.3528, 0.6826, 0.0477], [-0.9418, 1.7590, 0.3775], [-0.2124, -0.0630, -0.1185], [0.1610, 0.6329, -0.1677], [-1.0633, 0.6841, -0.6511], [0.4852, -1.8863, 1.4731], [0.6717, -0.2878, 0.1899], [0.4292, -0.5384, 0.1231], [-1.9502, -1.9330, -0.8000], [-0.0291, -0.5226, -0.2226], [-0.3709, -0.1076, 0.2576], [-0.6159, -0.8541, 1.7989], [0.4098, -0.5160, -0.0877], [-0.5507, -0.0258, -0.0237], [0.2566, -1.6851, 0.7281], [-0.2414, -0.3642, -0.2574], [-0.1391, 0.2432, -0.2447], [-1.7959, -0.2926, -1.6035], [0.0424, -0.2094, -0.0215], [-0.5674, 1.0763, -2.3082], [-0.5002, -0.5326, -0.5097], [0.0418, -0.1410, -0.1984], [-0.1967, -1.2929, -1.2986], [0.1187, -0.0793, 0.4166], [-0.2734, 0.1049, 0.0609], [-0.8564, 0.3664, -0.4930], [-0.5055, -1.6415, 0.4327], [-0.0610, -0.6206, 0.2455], [0.4468, 1.5373, 0.8212], [0.1905, -0.1980, 0.4129], [2.4687, -1.3126, 3.5066], [-0.0219, 0.9931, -0.1021], [1.0331, -1.7583, 0.1347], [-0.1857, -0.3630, -0.0012], [-0.3306, 0.4939, 0.4263], [0.2467, 0.2899, 0.0493], [-0.7785, 0.8085, 0.1811], [3.6377, 1.8552, 2.0200], [0.0483, 0.2354, -0.1621], [0.3955, -0.4167, -0.2079], [0.7932, -0.6641, 0.2123], [-0.3540, -0.1577, -0.2211], [-0.9133, -1.2431, 0.1549], [0.2522, -0.1693, -0.3191], [-0.2783, 2.3601, -0.3549], [-0.7447, -1.0453, -1.8726], [-0.5204, 0.0105, 0.4186], [0.2309, -1.2719, 0.0284], [0.5037, 0.1452, -0.6494], [0.8561, -0.0146, 0.2495], [1.3864, 0.0989, 2.1280], [0.5665, 0.6176, 0.1297], [0.7599, 1.3795, -0.1317], [0.0422, 0.1150, 0.2908], [-0.7058, 0.1318, -0.4571], [1.3420, 0.7524, 2.7510], [-0.1130, -0.2127, -0.1289], [0.7424, 1.1987, 1.1278], [-0.2859, 0.1932, -0.0156], [0.9071, -0.2537, 0.2660], [-0.8234, -0.5669, 1.8958], [0.1822, 2.3010, -0.5804], [0.3027, -0.0155, -0.8621], [-0.1634, -0.4528, 0.0052], [2.4520, 1.2704, -0.7331], [-0.3774, 0.2570, 0.3114], [-0.9519, -1.4306, -1.2940], [0.7467, 0.5471, 0.3221], [0.7010, 0.0905, -0.3407], [-0.1914, -0.2644, -0.1971], [-2.6777, 0.9704, -3.7653], [0.0386, -0.1682, -0.4313], [0.6672, 0.6128, 1.7105], [0.1152, 0.0487, -0.0625], [-0.2627, 0.7468, -3.7325], [2.9114, 2.0796, -0.9809], [0.3495, -0.0957, 0.4564], [0.0194, -0.7013, -0.1075], [-0.3150, -0.0589, -0.0932], [-3.3623, 0.3459, -0.0077], [0.9607, 1.1547, 2.4904], [0.2599, 0.2791, 0.1225], [-3.5542, -2.1408, -2.6767], [0.3088, -0.3942, 0.7889], [1.4623, 1.2104, 1.0759], [0.1419, 0.4570, 0.4050], [0.5987, -0.8386, 1.3760], [-0.0381, 0.0741, -0.0361], [0.1694, 0.2767, -0.3328], [2.4377, -0.0944, 0.1230], [-0.3217, 0.1471, -0.3766], [0.6890, -1.2468, -0.6453], [0.3319, 1.9477, 1.4307], [2.9794, -1.1760, -1.9821], [-0.2493, -0.0531, -0.1233], [1.2630, 0.6313, 0.3846], [-0.8943, -0.5569, -0.8299], [-0.1458, -0.3772, -0.0737], [-0.0037, 0.1457, -0.0295], [0.0542, -0.3657, 0.1773], [-0.0548, 0.2097, -0.5356], [0.0869, -0.3019, -0.4530], [0.1222, -0.5544, -2.5680], [-0.7408, -0.2092, -1.4037], [-0.8975, 2.4477, -1.9474], [0.1154, -0.6464, 0.1599], [-0.1677, 0.3185, 0.3241], [0.0762, 0.6028, 0.4264], [1.6984, -0.0730, 1.4955], [0.6657, 0.3155, 0.2103], [0.0275, -2.8518, -0.3320], [0.0947, 0.3326, 1.0637], [-0.1633, 0.0278, 0.0620], [0.1196, 0.0159, 0.2444], [-5.0495, -0.0875, 2.4398], [0.2150, -0.0728, -0.0925]]
}